{"formula": "C53H48BMoN8O4P", "method": "ωB97M-V with the def2-TZVPD basis set", "homo_energy_ev": [-7.6, -7.6], "spin_multiplicity": 3, "s2": 2.044, "homo_lumo_gap_ev": [7.3, 7.3], "e_above_lowest_kj_mol": 217.3, "symbols": ["Mo", "C", "C", "C", "C", "N", "N", "B", "N", "N", "C", "C", "C", "C", "C", "C", "C", "C", "C", "C", "N", "N", "C", "C", "C", "C", "C", "C", "C", "C", "C", "C", "C", "C", "C", "C", "C", "C", "H", "H", "H", "H", "H", "H", "H", "H", "H", "H", "H", "H", "H", "H", "H", "H", "H", "H", "H", "H", "H", "H", "H", "H", "H", "H", "H", "H", "N", "C", "O", "C", "C", "H", "H", "H", "H", "H", "H", "O", "C", "O", "C", "C", "C", "C", "C", "C", "P", "C", "C", "C", "C", "C", "C", "C", "C", "C", "C", "C", "C", "H", "H", "H", "H", "H", "H", "H", "H", "H", "H", "H", "H", "H", "H", "O", "C", "N"], "xyz": [[0.549, 0.282, 1.258], [4.682, -3.516, -2.010], [3.325, -3.555, -1.396], [2.371, -4.520, -1.646], [1.270, -4.158, -0.854], [1.551, -3.053, -0.179], [2.783, -2.659, -0.525], [3.401, -1.455, 0.219], [2.901, -1.587, 1.659], [1.597, -1.513, 1.955], [1.421, -2.082, 3.157], [2.660, -2.514, 3.643], [3.574, -2.176, 2.664], [5.048, -2.363, 2.701], [0.125, -2.158, 3.810], [-0.956, -1.435, 3.308], [-2.192, -1.494, 3.921], [-2.365, -2.277, 5.053], [-1.299, -2.991, 5.572], [-0.064, -2.935, 4.956], [3.045, -0.016, -0.314], [2.281, 0.885, 0.356], [2.635, 2.128, -0.050], [3.601, 1.995, -1.056], [3.835, 0.645, -1.188], [4.745, -0.017, -2.151], [2.190, 3.409, 0.497], [2.386, 4.569, -0.263], [2.047, 5.813, 0.228], [1.472, 5.943, 1.481], [1.272, 4.804, 2.245], [1.648, 3.560, 1.775], [-0.050, -4.776, -0.787], [-0.712, -4.910, 0.432], [-2.013, -5.376, 0.474], [-2.675, -5.702, -0.699], [-2.019, -5.592, -1.914], [-0.712, -5.144, -1.956], [4.722, -2.800, -2.832], [4.904, -4.503, -2.412], [5.445, -3.255, -1.282], [2.466, -5.379, -2.280], [4.583, -1.541, 0.203], [2.880, -2.971, 4.586], [5.350, -2.572, 3.724], [5.565, -1.471, 2.353], [5.344, -3.201, 2.071], [-0.791, -0.781, 2.430], [-3.012, -0.915, 3.520], [-3.330, -2.321, 5.535], [-1.432, -3.590, 6.461], [0.761, -3.491, 5.368], [4.092, 2.776, -1.596], [4.156, -0.435, -2.965], [5.291, -0.828, -1.682], [5.446, 0.707, -2.558], [2.799, 4.497, -1.257], [2.229, 6.685, -0.381], [1.182, 6.913, 1.857], [0.825, 4.874, 3.224], [1.519, 2.698, 2.413], [-0.186, -4.655, 1.339], [-2.517, -5.481, 1.424], [-3.696, -6.053, -0.665], [-2.535, -5.847, -2.831], [-0.206, -5.047, -2.903], [-3.459, -1.746, -0.121], [-2.299, -1.095, 0.057], [-2.235, -0.090, 0.753], [-1.099, -1.696, -0.614], [0.112, -0.800, -0.488], [-4.305, -1.376, 0.279], [-3.511, -2.563, -0.701], [-1.343, -1.933, -1.656], [-0.883, -2.648, -0.124], [-0.195, 0.260, -0.654], [0.812, -1.045, -1.284], [-1.349, 2.031, 2.650], [-1.270, 2.447, 1.503], [-0.349, 2.060, 0.695], [-2.216, 3.456, 0.930], [-2.814, 4.418, 1.732], [-3.620, 5.390, 1.166], [-3.826, 5.405, -0.206], [-3.292, 4.407, -1.004], [-2.493, 3.418, -0.438], [-1.858, 1.973, -1.378], [-3.412, 1.241, -2.014], [-3.271, 0.249, -2.984], [-4.326, -0.577, -3.318], [-5.534, -0.454, -2.650], [-5.687, 0.524, -1.683], [-4.636, 1.367, -1.366], [-1.126, 2.824, -2.833], [-1.663, 2.910, -4.111], [-0.904, 3.420, -5.151], [0.399, 3.835, -4.933], [0.940, 3.760, -3.660], [0.182, 3.259, -2.620], [-2.629, 4.396, 2.795], [-4.079, 6.145, 1.792], [-4.419, 6.192, -0.652], [-3.484, 4.397, -2.070], [-2.310, 0.131, -3.465], [-4.206, -1.345, -4.070], [-6.350, -1.125, -2.874], [-6.632, 0.623, -1.167], [-4.760, 2.104, -0.586], [-2.663, 2.555, -4.311], [-1.317, 3.474, -6.147], [0.998, 4.211, -5.748], [1.965, 4.065, -3.494], [0.598, 3.176, -1.625], [1.854, 0.860, 5.329], [1.526, 0.761, 4.210], [1.228, 0.675, 3.068]], "atomic_forces_ev_per_a": [[-1.01, 0.35, -1.36], [-0.04, 0.17, 0.11], [-0.19, -0.33, -0.36], [0.08, 0.21, 0.05], [0.76, 0.35, -0.13], [-0.77, -0.58, -0.01], [0.35, -0.31, -0.34], [-0.45, -0.25, 0.20], [0.64, 0.17, 0.14], [-0.56, -0.37, 0.70], [0.63, -0.16, -0.43], [-0.12, 0.10, -0.34], [-0.16, 0.00, 0.40], [-0.04, -0.06, -0.20], [-0.42, 0.13, 0.06], [0.46, 0.02, -0.14], [-0.16, 0.20, -0.21], [-0.06, 0.05, -0.07], [-0.03, 0.00, -0.02], [0.04, 0.13, -0.23], [0.55, -0.04, -0.66], [0.50, 0.74, -0.13], [0.45, -0.47, -0.38], [-0.29, -0.14, 0.29], [-0.36, 0.16, 0.18], [-0.04, -0.12, 0.09], [-0.19, 0.69, 0.30], [-0.01, -0.36, 0.10], [-0.04, 0.16, -0.04], [-0.03, -0.11, -0.03], [0.00, 0.02, 0.09], [0.27, -0.14, -0.11], [-0.34, -0.16, 0.13], [0.15, -0.16, -0.07], [-0.08, 0.02, 0.07], [-0.14, -0.02, 0.03], [-0.11, -0.06, -0.07], [0.16, 0.04, 0.05], [0.10, 0.01, -0.02], [0.05, 0.05, 0.01], [0.14, 0.05, 0.03], [0.10, -0.15, -0.14], [0.28, -0.06, -0.06], [0.02, -0.10, 0.18], [0.04, -0.02, 0.02], [0.05, 0.00, 0.01], [0.13, -0.05, -0.05], [-0.92, -0.79, 0.87], [-0.01, 0.06, -0.03], [-0.09, 0.02, 0.03], [0.01, -0.05, 0.05], [0.17, -0.10, 0.03], [0.14, 0.18, -0.06], [0.03, -0.07, -0.14], [0.14, -0.07, 0.02], [0.02, 0.02, -0.03], [0.06, -0.01, -0.12], [-0.03, 0.12, -0.08], [0.00, 0.07, 0.02], [-0.02, 0.03, 0.13], [0.00, 0.09, -0.02], [0.04, 0.11, 0.14], [-0.04, 0.00, 0.10], [-0.10, -0.04, 0.00], [0.01, -0.03, -0.03], [0.09, 0.06, -0.13], [-0.17, -0.08, 0.05], [-0.32, -0.50, -0.15], [0.39, 0.25, 0.58], [0.16, 0.21, 0.31], [-0.07, -0.24, -0.02], [0.07, 0.04, -0.04], [0.01, -0.05, -0.07], [0.02, 0.00, 0.00], [-0.11, 0.13, -0.05], [-0.29, 0.45, -0.33], [0.27, 0.13, 0.36], [-0.29, 0.12, 0.04], [-0.73, 0.35, 1.13], [1.33, -0.66, -0.04], [-0.12, -0.03, -0.31], [0.08, -0.03, 0.12], [0.08, -0.01, 0.05], [-0.11, 0.02, -0.11], [0.11, -0.02, 0.07], [0.15, -0.23, 0.11], [-0.54, 0.36, -1.11], [0.16, 0.00, 0.12], [0.00, 0.13, -0.06], [-0.05, -0.15, -0.01], [-0.13, 0.00, -0.01], [-0.15, -0.09, -0.02], [0.11, 0.09, 0.03], [0.00, -0.23, 0.10], [-0.04, -0.01, 0.06], [0.09, 0.03, -0.20], [0.04, 0.07, -0.03], [0.07, 0.04, -0.01], [-0.07, -0.05, 0.04], [0.04, 0.00, 0.14], [0.03, 0.03, 0.01], [-0.07, 0.00, -0.03], [-0.02, -0.02, -0.02], [0.13, -0.11, -0.13], [0.06, -0.03, -0.09], [-0.10, -0.03, -0.08], [-0.07, 0.03, 0.06], [-0.02, 0.08, 0.05], [-0.15, -0.01, 0.03], [-0.09, 0.01, -0.07], [0.02, 0.03, -0.11], [0.04, 0.06, 0.05], [0.08, 0.00, 0.04], [0.15, 0.08, 0.87], [0.16, -0.05, -0.07], [0.05, 0.67, 0.34]], "lowdin_charge": [1.687, -0.028, -0.264, 0.022, -0.250, 0.104, 0.042, -0.482, 0.034, -0.052, -0.245, 0.052, -0.248, -0.015, -0.159, -0.040, -0.050, -0.080, -0.077, -0.018, 0.052, -0.040, -0.191, 0.044, -0.253, -0.004, -0.171, -0.046, -0.075, -0.075, -0.061, -0.036, -0.191, -0.045, -0.081, -0.104, -0.089, -0.035, 0.069, 0.082, 0.074, 0.107, 0.113, 0.112, 0.084, 0.084, 0.087, 0.040, 0.112, 0.102, 0.104, 0.107, 0.113, 0.096, 0.056, 0.089, 0.092, 0.103, 0.103, 0.112, 0.070, 0.116, 0.104, 0.098, 0.101, 0.113, 0.215, -0.543, -0.020, -0.149, -0.243, 0.118, 0.105, 0.128, 0.085, -0.001, 0.076, 0.056, -0.635, -0.294, -0.126, -0.010, -0.070, -0.074, -0.076, -0.272, 1.174, -0.354, -0.128, -0.095, -0.105, -0.095, -0.085, -0.335, -0.095, -0.088, -0.093, -0.082, -0.089, 0.119, 0.104, 0.103, 0.112, 0.106, 0.102, 0.098, 0.102, 0.105, 0.097, 0.101, 0.099, 0.094, 0.076, 0.116, -0.449, -0.056]}